*1*
Density functional theory data (ωB97M-V with the def2-TZVPD basis set) for 2 unconnected molecules or ions with the total composition C5H14.

Positions of all 19 atoms, in Å:
C 0.400 -1.932 -1.531
C -0.710 -0.964 -1.079
C -0.503 0.439 -1.636
H 0.435 -2.826 -0.911
H 1.385 -1.557 -1.280
H 0.340 -2.191 -2.580
H -1.679 -1.350 -1.365
H -0.779 -0.996 -0.002
H 0.078 1.100 -1.006
H 0.018 0.385 -2.641
H -1.358 1.061 -1.976
C 0.174 0.412 2.399
C 0.453 1.697 1.611
H 0.685 -0.375 1.851
H 0.368 0.571 3.460
H -0.904 0.177 2.607
H 1.075 1.603 0.722
H 0.948 2.527 2.139
H -0.427 2.220 1.219

E_HOMO: -11.17 eV
E_LUMO: 1.16 eV
SMILES: CCC.CC
Total charge: 0

***

*2*
Density functional theory data (ωB97M-V with the def2-TZVPD basis set) for 2 unconnected molecules or ions with the total composition C5H14.

Positions of all 19 atoms, in Å:
C -0.928 1.472 1.342
C -1.067 -0.016 1.220
C -2.159 -0.624 2.139
H -1.796 2.021 0.977
H -0.089 1.871 0.765
H -0.734 1.769 2.375
H -1.306 -0.310 0.196
H -0.140 -0.532 1.473
H -2.622 -1.463 1.632
H -1.723 -0.885 3.105
H -2.903 0.115 2.425
C 1.379 -0.314 -1.702
C 2.481 -0.549 -2.740
H 0.913 0.665 -1.765
H 0.597 -1.043 -1.669
H 1.853 -0.384 -0.735
H 2.196 -0.151 -3.716
H 2.663 -1.614 -2.877
H 3.385 -0.029 -2.443

E_HOMO: -11.37 eV
E_LUMO: 1.11 eV
SMILES: CCC.CC
Total charge: 0

***

*3*
Density functional theory data (ωB97M-V with the def2-TZVPD basis set) for 2 unconnected molecules or ions with the total composition C5H14.

Positions of all 19 atoms, in Å:
C -0.906 -1.147 -2.018
C -0.897 0.388 -2.025
C -1.746 0.955 -0.899
H -1.724 -1.577 -2.609
H -0.007 -1.587 -2.441
H -1.001 -1.583 -1.016
H 0.138 0.712 -1.958
H -1.327 0.726 -2.970
H -1.423 0.588 0.088
H -1.698 2.046 -0.823
H -2.796 0.666 -1.010
C 1.515 0.449 1.656
C 1.821 -0.517 2.791
H 1.254 -0.068 0.723
H 0.669 1.118 1.829
H 2.407 1.034 1.408
H 2.053 0.063 3.690
H 2.693 -1.115 2.550
H 0.974 -1.150 3.034

E_HOMO: -11.50 eV
E_LUMO: 1.12 eV
SMILES: CCC.CC
Total charge: 0

***

Relative to the most stable structure, the computed energies are *1* 71.4; *2* 10.9; *3* 0.0, all in kJ/mol.

***

*1*
Density functional theory data (ωB97M-V with the def2-TZVPD basis set) for 2 unconnected molecules or ions with the total composition C5H14.

Positions of all 19 atoms, in Å:
C 0.292 1.773 2.011
C 0.023 1.312 0.588
C 0.367 2.340 -0.544
H 1.364 1.989 2.133
H 0.069 1.037 2.702
H -0.371 2.668 2.226
H 0.640 0.396 0.413
H -1.087 1.095 0.433
H -0.486 3.108 -0.564
H 1.251 2.873 -0.204
H 0.386 1.858 -1.497
C -1.011 -2.728 -1.145
C 0.433 -2.403 -0.745
H -1.536 -3.580 -0.700
H -1.616 -1.869 -0.783
H -1.025 -2.892 -2.165
H 0.430 -1.762 0.169
H 1.090 -3.350 -0.625
H 0.788 -1.867 -1.705

E_HOMO: -11.24 eV
E_LUMO: 1.11 eV
SMILES: CCC.CC
Total charge: 0

***

*2*
Density functional theory data (ωB97M-V with the def2-TZVPD basis set) for 2 unconnected molecules or ions with the total composition C5H14.

Positions of all 19 atoms, in Å:
C 1.017 1.638 1.912
C -0.247 1.587 1.026
C 0.025 1.761 -0.463
H 1.766 2.175 1.322
H 1.488 0.681 2.133
H 0.763 2.075 2.872
H -0.711 0.612 1.212
H -0.909 2.402 1.337
H 0.959 2.320 -0.555
H 0.128 0.749 -0.879
H -0.701 2.308 -1.063
C -0.325 -2.045 -1.807
C -0.601 -2.427 -0.359
H -1.218 -2.329 -2.372
H 0.158 -1.109 -2.082
H 0.388 -2.748 -2.267
H -1.311 -3.252 -0.380
H -1.016 -1.682 0.312
H 0.349 -2.715 0.102

E_HOMO: -11.18 eV
E_LUMO: 1.16 eV
SMILES: CCC.CC
Total charge: 0

***

Relative to the most stable structure, the computed energies are *1* 22.1; *2* 0.0, all in kJ/mol.

***

*1*
Density functional theory data (ωB97M-V with the def2-TZVPD basis set) for 2 unconnected molecules or ions with the total composition C5H14.

Positions of all 19 atoms, in Å:
C 0.424 0.853 -1.913
C -1.018 0.597 -1.317
C -2.042 -0.218 -2.207
H 1.212 0.629 -1.224
H 0.719 0.201 -2.791
H 0.576 1.837 -2.217
H -1.409 1.581 -1.072
H -0.768 0.026 -0.386
H -2.015 -1.267 -1.766
H -1.696 -0.155 -3.201
H -3.035 0.349 -2.126
C 0.715 -0.824 1.926
C 1.534 -0.329 3.095
H 1.198 -0.397 0.931
H 0.616 -1.932 2.013
H -0.237 -0.288 2.042
H 2.178 0.549 2.845
H 0.876 -0.112 3.922
H 2.173 -1.100 3.444

E_HOMO: -11.26 eV
E_LUMO: 1.10 eV
SMILES: CCC.CC
Total charge: 0

***

*2*
Density functional theory data (ωB97M-V with the def2-TZVPD basis set) for 2 unconnected molecules or ions with the total composition C5H14.

Positions of all 19 atoms, in Å:
C 1.088 -1.302 1.218
C 1.364 0.164 0.840
C 0.981 1.157 1.945
H 0.414 -1.346 2.072
H 1.983 -1.850 1.521
H 0.573 -1.801 0.398
H 2.421 0.288 0.626
H 0.810 0.413 -0.061
H 0.899 2.177 1.591
H 0.027 0.869 2.392
H 1.698 1.114 2.757
C -1.858 0.015 -1.220
C -1.188 -0.012 -2.599
H -1.460 0.860 -0.662
H -2.924 0.201 -1.347
H -1.710 -0.907 -0.670
H -1.558 -0.859 -3.184
H -1.455 0.903 -3.142
H -0.106 -0.084 -2.475

E_HOMO: -11.46 eV
E_LUMO: 1.16 eV
SMILES: CCC.CC
Total charge: 0

***

*3*
Density functional theory data (ωB97M-V with the def2-TZVPD basis set) for 2 unconnected molecules or ions with the total composition C5H14.

Positions of all 19 atoms, in Å:
C 1.306 2.994 -0.016
C 0.873 1.543 0.207
C 0.242 0.896 -1.010
H 1.988 3.085 -0.877
H 1.856 3.422 0.825
H 0.462 3.669 -0.214
H 1.734 0.978 0.565
H 0.159 1.571 1.029
H -0.053 -0.106 -0.690
H -0.716 1.345 -1.279
H 0.892 0.727 -1.861
C -0.641 -3.065 0.080
C -1.663 -2.158 0.791
H 0.117 -2.432 -0.359
H -0.227 -3.815 0.754
H -1.140 -3.618 -0.723
H -2.707 -2.474 0.835
H -1.693 -1.162 0.325
H -1.286 -1.908 1.783

E_HOMO: -11.48 eV
E_LUMO: 1.15 eV
SMILES: CCC.CC
Total charge: 0

***

Relative to the most stable structure, the computed energies are *1* 93.1; *2* 0.0; *3* 8.7, all in kJ/mol.